Formula: H20O18S2Zn2
Source: OMol25
Level of theory: ωB97M-V/def2-TZVPD

CARTESIAN COORDINATES (ANGSTROEM)
Zn  1.41366  2.67875  -1.41006
Zn  1.86760  -0.39096  2.17487
S  -0.04395  -0.21766  -0.50207
O  0.05597  -1.13162  -1.62520
O  -1.46182  -0.19938  -0.13464
O  0.66412  -0.59629  0.66460
O  0.27673  1.14660  -0.88373
S  3.83860  1.24458  0.09180
O  3.05171  0.76467  1.26188
O  2.80984  1.67567  -0.89127
O  4.67063  2.34429  0.47161
O  4.61519  0.19259  -0.54853
O  1.19803  3.26561  0.64352
H  1.99707  3.37691  1.15868
H  0.58620  3.90491  1.00846
O  -2.21501  -2.13150  -2.47592
H  -1.36353  -1.79238  -2.19986
H  -2.82594  -1.81766  -1.80921
O  -2.78738  0.81128  -2.19701
H  -3.44717  0.22586  -1.82527
H  -2.01744  0.68852  -1.64173
O  -3.92198  -1.17446  -0.60451
H  -3.11403  -0.78276  -0.27284
H  -4.56256  -1.02918  0.09175
O  -1.58932  -2.08926  1.92662
H  -2.43720  -1.87152  2.31381
H  -1.40744  -1.36696  1.32541
O  -2.47086  1.82501  1.04701
H  -2.74512  1.34326  1.82734
H  -2.10613  1.15593  0.46775
O  2.09916  -2.62157  -1.64602
H  1.53409  -1.86801  -1.81651
H  2.98011  -2.31415  -1.85971
O  0.71846  1.28352  2.71795
H  0.10359  1.55476  3.39957
H  0.44930  1.77561  1.94231
O  0.72655  -1.64834  3.31812
H  -0.20680  -1.86071  3.31678
H  1.08133  -2.13055  4.06500
O  1.23035  -0.40957  -3.81184
H  0.78137  -0.83162  -3.07937
H  1.97405  -0.98221  -3.99956

Forces on atoms 1 to 2 (eV/Å):
-0.685 -1.664 1.068
-0.516 0.391 -1.033

Output
* HOMO energy: -8.9 eV
* total charge: 0
* LUMO: -3.3 eV
* energy relative to the best compared isomer or geometry (same formula, charge and spin): 170.7 kJ/mol